{"formula": "C34H91N7O10", "method": "the ωB97M-V functional and the def2-TZVPD basis", "elements": ["C", "O", "C", "C", "N", "C", "C", "O", "C", "H", "H", "H", "H", "H", "H", "H", "H", "H", "H", "H", "H", "H", "H", "H", "C", "O", "C", "C", "N", "C", "C", "O", "C", "H", "H", "H", "H", "H", "H", "H", "H", "H", "H", "H", "H", "H", "H", "H", "C", "C", "C", "O", "C", "N", "H", "H", "H", "H", "H", "H", "H", "H", "H", "H", "H", "C", "C", "C", "O", "C", "N", "H", "H", "H", "H", "H", "H", "H", "H", "H", "H", "H", "C", "C", "C", "O", "C", "N", "H", "H", "H", "H", "H", "H", "H", "H", "H", "H", "H", "C", "C", "C", "O", "C", "N", "H", "H", "H", "H", "H", "H", "H", "H", "H", "H", "H", "C", "C", "C", "O", "C", "N", "H", "H", "H", "H", "H", "H", "H", "H", "H", "H", "H", "C", "C", "O", "H", "H", "H", "H", "H", "H"], "xyz": [[35.55196, -6.08295, -2.70576], [35.91760, -6.07312, -1.36251], [35.30762, -7.08320, -0.61672], [35.69535, -6.97318, 0.85392], [34.89695, -5.91809, 1.42064], [35.25637, -5.54476, 2.77250], [34.42820, -4.25894, 3.28288], [32.99585, -4.39157, 3.37510], [32.28295, -3.34956, 4.01582], [34.52486, -5.74628, -2.84657], [35.69382, -7.05926, -3.16921], [36.11864, -5.34667, -3.27574], [35.66820, -8.03009, -1.01859], [34.25362, -7.26686, -0.82516], [36.75246, -6.93801, 1.11736], [35.42323, -7.92001, 1.32035], [34.72706, -5.05697, 0.92093], [36.33014, -5.38320, 2.86746], [35.00493, -6.29776, 3.51940], [34.57576, -3.39296, 2.63759], [34.85453, -3.88579, 4.21407], [32.51611, -3.21304, 5.07180], [31.30915, -3.83750, 4.05738], [32.26301, -2.45047, 3.39990], [30.25473, -1.01222, 6.82404], [30.60921, 0.28816, 7.25897], [29.71318, 1.43148, 6.92615], [29.75924, 1.92621, 5.45054], [31.05111, 2.12274, 4.85680], [31.94197, 3.10059, 5.60981], [33.41007, 3.15726, 5.03218], [34.30500, 3.94832, 5.81671], [35.70438, 3.81847, 5.51493], [29.99443, -1.10408, 5.76957], [29.40959, -1.24924, 7.47030], [31.05585, -1.69534, 7.10630], [29.88236, 2.30350, 7.55787], [28.68428, 1.10656, 7.08073], [29.18555, 2.84942, 5.53197], [29.18065, 1.21729, 4.85826], [31.48425, 1.21911, 4.73058], [32.02978, 2.76771, 6.64402], [31.47446, 4.05237, 5.86213], [33.30085, 3.52973, 4.01364], [33.78215, 2.13354, 4.99154], [36.23410, 4.34162, 6.31106], [36.05189, 4.41332, 4.67025], [36.12539, 2.81473, 5.45698], [33.87538, -5.85149, 7.25216], [34.44864, -4.88887, 6.18868], [34.79905, -3.50422, 6.76876], [35.00716, -2.66011, 5.69856], [34.98588, -1.29166, 6.18124], [35.59952, -5.47867, 5.60155], [34.70574, -6.16101, 7.88682], [33.56733, -6.80826, 6.83048], [33.03914, -5.42167, 7.80357], [33.73289, -4.74887, 5.37861], [35.56747, -3.46826, 7.54097], [33.87213, -3.21313, 7.26290], [35.64614, -1.09526, 7.02598], [33.95720, -1.02641, 6.42526], [35.27859, -0.63253, 5.36393], [35.49904, -6.38987, 5.17760], [35.95590, -4.82290, 4.92106], [29.42464, -4.62573, 8.86874], [28.05282, -4.43596, 9.42120], [27.91713, -3.28566, 10.44208], [28.67399, -3.50265, 11.64528], [28.79403, -2.28941, 12.32653], [27.07493, -4.41258, 8.41948], [30.13632, -4.85524, 9.66179], [29.67934, -3.79334, 8.21273], [29.32827, -5.54741, 8.29485], [27.85782, -5.29169, 10.06758], [26.88294, -3.39792, 10.76761], [27.92378, -2.38139, 9.83352], [29.47240, -2.21934, 13.17683], [27.81825, -1.98025, 12.70117], [28.95907, -1.52864, 11.56358], [27.42366, -4.89301, 7.60236], [26.75990, -3.47599, 8.21065], [26.14765, -5.28673, 6.15832], [27.60813, -5.69322, 5.84097], [28.12055, -5.61443, 4.40954], [27.25509, -6.05092, 3.35182], [27.30543, -7.50685, 3.15425], [28.45891, -5.02418, 6.85671], [25.39841, -5.96105, 5.74354], [26.08989, -4.29093, 5.71882], [25.90371, -5.13945, 7.21042], [27.63107, -6.77575, 5.96632], [29.01827, -6.22363, 4.30434], [28.29742, -4.55836, 4.20574], [28.35785, -7.74784, 3.00442], [26.86038, -7.76398, 2.19304], [26.78216, -8.03515, 3.95123], [28.12251, -5.53555, 7.66011], [29.36058, -5.41734, 6.62750], [26.64521, -2.55969, 3.87477], [27.42855, -2.44012, 5.18616], [27.58473, -0.97994, 5.52979], [28.15877, -0.18624, 4.53521], [27.97168, 1.19751, 4.63649], [26.78654, -3.09760, 6.31931], [26.47556, -3.60564, 3.61923], [27.28418, -2.09616, 3.12313], [25.63490, -2.15220, 3.91136], [28.44294, -2.83437, 5.12549], [28.18841, -0.90919, 6.43457], [26.70894, -0.38285, 5.78393], [28.47796, 1.44914, 5.56840], [26.96877, 1.56938, 4.42674], [28.60034, 1.64406, 3.86611], [25.81129, -2.90400, 6.14184], [27.02114, -4.07963, 6.34558], [30.93772, -1.67237, 10.25900], [32.07127, -1.90532, 9.22234], [33.00727, -0.62233, 9.13305], [33.84265, -0.57795, 7.97509], [34.40466, 0.64648, 7.75605], [32.76213, -3.13485, 9.40861], [31.24470, -1.88327, 11.28340], [30.17877, -2.44214, 10.11922], [30.42172, -0.71615, 10.17264], [31.67068, -2.08572, 8.22480], [33.49783, -0.45577, 10.09207], [32.37109, 0.26199, 9.09609], [33.73232, 1.38272, 7.31558], [35.12692, 0.32890, 7.00400], [35.05058, 0.84289, 8.61181], [32.66808, -3.69786, 8.57537], [33.71887, -2.90906, 9.64047], [30.16197, -3.17475, 6.27617], [31.48827, -3.94689, 6.30066], [32.46349, -3.08207, 6.70882], [29.37857, -3.92093, 6.14345], [30.15106, -2.56435, 5.37317], [29.97987, -2.49242, 7.10644], [31.76600, -4.51439, 5.41245], [31.47489, -4.73868, 7.04967], [32.89992, -2.86188, 5.88260]], "forces_ev_per_a": [[-0.287, 0.487, -0.636], [0.027, 0.925, 0.191], [1.455, -1.699, -0.235], [-1.499, 0.055, -0.530], [-0.442, 0.431, 1.643], [-2.316, 1.199, 0.408], [0.823, 0.549, -0.943], [1.098, -1.170, 0.107], [-0.169, -0.628, -2.498], [-0.435, -0.319, 0.115], [-0.019, -0.221, -0.022], [0.454, -0.084, 0.314], [0.682, -0.497, 0.085], [-0.579, 1.091, 0.528], [0.524, 0.596, -0.743], [-0.512, -0.177, 0.121], [0.492, -0.432, -0.781], [0.288, 0.507, 0.186], [-0.143, -0.468, -0.653], [0.350, -0.007, -0.731], [-0.460, -0.240, -0.651], [0.037, -0.049, -4.881], [-0.329, 1.087, -0.768], [0.180, 0.309, 0.141], [0.682, 4.486, 1.260], [0.055, 2.925, -0.614], [1.057, -1.550, -0.082], [8.200, 0.554, 2.512], [1.420, 2.421, 0.551], [0.910, -1.551, 0.825], [-1.159, 0.265, 0.017], [0.084, -0.482, -0.280], [-0.070, 1.045, 0.565], [0.235, 1.086, 0.556], [-0.254, -0.072, 0.118], [0.404, 2.508, -0.837], [0.485, -0.549, 0.523], [-0.194, -0.025, 0.644], [0.115, 0.467, -0.828], [8.881, 0.430, 0.744], [0.339, 0.040, 0.250], [0.383, -0.635, 0.312], [-0.189, 0.398, -1.331], [0.399, 0.134, -0.227], [0.034, -0.245, -0.075], [-0.216, -0.269, 0.464], [-0.571, -0.254, -0.719], [-0.530, -0.305, -0.073], [0.668, 0.127, -0.350], [-0.214, -0.648, 1.093], [-0.564, -1.761, 1.545], [0.904, 2.096, -0.258], [0.335, -1.239, -3.204], [2.041, -0.263, 0.544], [-0.092, 0.405, 0.483], [-0.336, 0.118, -0.426], [0.356, -0.266, 0.176], [-0.486, 0.088, 0.574], [0.811, -0.407, -0.352], [2.199, -0.116, 0.579], [0.175, -1.122, -0.268], [0.655, -0.637, -0.808], [0.467, -0.330, -0.415], [-0.286, 0.186, 0.289], [0.527, -0.546, 0.209], [1.368, -0.639, 1.463], [0.585, -0.388, 3.162], [-1.750, -1.966, -0.290], [0.774, 0.042, -1.348], [-1.408, 1.433, -0.330], [-3.714, 1.634, 4.252], [0.153, 0.605, 0.107], [0.388, -0.469, 0.648], [1.984, 0.191, 1.621], [0.145, -0.525, 0.183], [-0.440, 0.388, -0.055], [1.019, 0.893, 0.728], [0.361, -0.660, -0.443], [-0.437, -0.176, 0.451], [0.687, 0.362, 0.500], [-4.272, 3.914, 3.007], [0.147, -0.200, -0.069], [-2.834, -3.082, -2.849], [-1.637, -2.875, -0.494], [-0.527, 1.098, -1.000], [-0.293, -1.134, 0.592], [0.224, 1.595, -0.346], [1.961, -5.563, -6.377], [0.339, -0.446, -0.189], [-3.046, -3.368, -1.662], [-0.216, -0.621, -0.534], [0.076, -0.319, 0.741], [0.505, 0.307, 0.345], [0.452, -0.190, -0.456], [0.113, -0.477, 0.587], [-0.413, 0.410, 0.128], [0.326, -0.110, 0.065], [2.913, -2.634, -0.804], [0.592, -0.256, 0.179], [0.694, -0.855, -0.025], [-0.622, 0.919, -0.290], [-0.406, 1.695, 1.607], [0.828, -1.034, -2.232], [-8.571, -1.129, -2.256], [2.064, 6.077, -0.398], [0.244, -0.098, -0.229], [-0.534, 0.083, -0.367], [0.162, 0.591, 0.152], [-0.698, 0.148, -0.606], [-0.577, -0.168, -0.279], [-1.145, -0.930, 0.223], [-7.004, -0.228, 0.693], [-1.093, -0.633, 0.114], [-1.438, 0.120, -1.135], [-0.321, -0.294, 0.694], [1.088, 3.796, 0.561], [0.293, -0.752, -0.608], [-0.204, 1.762, -0.451], [-1.844, -0.051, 0.075], [-3.142, -1.206, 4.350], [1.735, -0.114, -0.521], [0.625, -0.491, 1.430], [0.440, 0.441, -0.003], [0.166, -0.008, -0.303], [0.317, 0.199, -0.013], [-0.119, 0.895, 1.198], [0.956, -0.478, 0.103], [-0.498, -0.061, -0.227], [-0.035, 0.375, 0.699], [0.034, 1.939, -0.026], [-0.376, 1.223, 0.248], [0.615, 0.122, 0.528], [0.243, -0.768, -0.154], [0.331, -3.730, -3.066], [-3.022, -1.788, 2.818], [-1.579, 0.873, 0.303], [0.973, 1.749, -0.155], [0.381, -0.752, -0.050], [-0.655, -3.480, -0.520], [-0.650, -0.245, 0.946], [-0.517, -0.021, 0.421], [1.864, 1.784, 1.788]], "mulliken_charge": [-0.77, -0.33, -0.68, -0.68, -0.07, -1.54, 0.53, -0.39, -0.72, 0.32, 0.31, 0.25, 0.51, 0.40, 0.37, 0.31, 0.28, 0.52, 0.24, 0.60, -0.42, -0.22, 0.29, 0.48, -2.76, -0.33, -1.62, 0.17, -0.39, -0.33, -0.37, -0.35, -0.70, 2.06, 1.21, -1.27, 0.80, 0.77, 0.57, 0.51, 0.34, 0.05, 0.38, 0.48, 0.04, 0.28, 0.33, 0.22, -2.07, 0.64, -0.10, -0.47, -0.33, -0.53, 0.48, 0.43, 0.23, 0.40, 0.54, 0.01, 0.37, 0.10, 0.08, 0.31, 0.47, -1.45, 0.71, -1.38, -0.39, -0.82, -0.65, 0.42, 0.14, 0.94, 0.33, 0.52, 0.41, 0.29, 0.35, 0.31, 1.22, 0.22, -0.51, 0.62, -1.04, -0.44, -0.69, -0.51, 0.43, 0.25, 0.37, 1.18, 0.76, -0.14, 0.29, 0.35, 0.25, 1.11, 0.55, -1.99, 0.74, -0.40, -0.42, -1.68, -0.38, 0.39, 0.46, 0.39, -0.41, 0.13, 0.71, -0.23, 0.53, 0.32, 0.49, -2.88, -1.19, 1.62, -1.39, -0.13, -0.65, -0.35, 0.40, -0.21, 0.44, -0.21, 0.42, 0.40, 0.02, 0.35, 0.40, -0.56, 0.52, -1.39, -1.29, 0.91, -0.38, 1.68, -0.50, 1.12, 0.25, -0.29], "energy_ha": -2484.33362, "charge": 0, "homo_lumo_gap_ev": 8.429, "de_lowest_kcal_mol": 728.0}